{"formula": "C6H12CuINO3", "method": "the ωB97M-V functional and the def2-TZVPD basis", "symbols": ["C", "C", "I", "C", "O", "C", "O", "O", "C", "C", "N", "H", "H", "H", "H", "H", "H", "H", "H", "H", "H", "H", "H", "Cu"], "xyz": [[-1.38, 0.60, 2.93], [-0.80, 0.20, 1.58], [-0.30, -1.87, 1.53], [-1.77, 0.54, 0.46], [-1.56, -0.02, -0.82], [-0.90, 0.75, -1.76], [-1.46, 1.35, -2.60], [0.45, 0.66, -1.64], [1.03, -0.64, -1.70], [2.31, -0.64, -0.86], [3.50, -0.46, -1.61], [-2.05, -0.17, 3.33], [-1.94, 1.55, 2.84], [-0.59, 0.77, 3.66], [0.13, 0.74, 1.39], [-1.90, 1.63, 0.40], [-2.76, 0.09, 0.80], [0.34, -1.40, -1.33], [1.26, -0.86, -2.75], [2.42, -1.62, -0.35], [2.28, 0.13, -0.08], [4.39, -0.28, -1.13], [3.62, -0.89, -2.53], [-4.30, -0.15, 0.23]], "mulliken_spin": [0.0008, 0.0007, 0.0082, -0.0006, -0.0002, -0.0008, 0.0017, 0.0122, 0.0277, 0.0283, 0.8616, -0.0004, 0.0002, 0.0000, -0.0007, 0.0002, -0.0003, -0.0001, -0.0017, 0.0870, 0.0231, -0.0253, -0.0214, 0.0000], "spin_multiplicity": 2, "lumo_energy_ev": [-8.82, -10.96], "max_force_ev_per_a": 0.94, "charge": 2}

{"formula": "C17H19ClF7IN4O5P2", "method": "the ωB97M-V functional and the def2-TZVPD basis", "symbols": ["C", "C", "I", "C", "C", "C", "N", "C", "C", "C", "F", "F", "C", "F", "F", "C", "F", "F", "F", "C", "C", "C", "C", "N", "O", "C", "P", "O", "Cl", "C", "P", "N", "O", "O", "C", "N", "H", "H", "H", "H", "H", "H", "H", "H", "H", "H", "H", "H", "H", "H", "H", "H", "H", "O", "H", "H"], "xyz": [[4.95, -1.89, -0.18], [5.02, -1.52, 1.38], [6.39, -3.00, 2.29], [3.63, -1.67, 2.17], [2.33, -1.28, 1.30], [1.73, -2.36, 0.39], [0.61, -2.12, -0.42], [0.05, -0.81, -0.32], [-1.22, -0.50, -1.22], [-1.92, -1.45, -2.26], [-1.84, -0.79, -3.55], [-3.29, -1.69, -1.86], [-1.35, -2.90, -2.55], [-2.13, -3.38, -3.68], [-0.01, -2.93, -3.08], [-1.60, -4.02, -1.41], [-0.40, -4.77, -1.27], [-2.61, -4.94, -1.83], [-1.91, -3.50, -0.14], [-1.87, 0.94, -1.08], [-3.18, 1.35, -1.91], [-4.44, 1.59, -0.89], [-4.92, 0.26, -0.16], [-4.11, -0.58, 0.73], [-6.14, -0.10, -0.32], [-1.25, 2.05, -0.11], [-1.86, 3.82, 0.12], [-0.40, 4.74, -0.21], [-3.14, 4.60, -1.33], [0.00, 1.70, 0.81], [0.79, 2.87, 2.07], [1.98, 3.61, 1.27], [1.40, 2.05, 3.47], [-0.26, 4.01, 2.77], [0.65, 0.24, 0.64], [1.82, 0.03, 1.45], [4.34, -1.12, -0.78], [5.97, -2.08, -0.67], [4.35, -2.88, -0.25], [5.53, -0.50, 1.48], [3.56, -2.72, 2.62], [3.62, -0.93, 3.07], [2.21, -3.40, 0.37], [-3.58, 0.56, -2.62], [-3.01, 2.26, -2.60], [-4.23, 2.37, -0.08], [-5.31, 1.96, -1.55], [-3.96, -0.17, 1.66], [-4.59, -1.50, 0.78], [-0.68, 5.67, 0.02], [1.97, 3.27, 0.29], [0.63, 1.81, 4.05], [0.20, 4.88, 2.64], [4.16, 1.40, 0.17], [3.24, 1.08, 0.17], [4.07, 2.37, 0.19]], "nbo_charge": [-0.6570, -0.2658, 0.0365, -0.4990, 0.2251, 0.0252, -0.4191, 0.2381, -0.1028, 0.6329, -0.3269, -0.3301, 0.5844, -0.3188, -0.2965, 0.9407, -0.3172, -0.3011, -0.3074, 0.0976, -0.4770, -0.4910, 0.6770, -0.8865, -0.5729, -0.3836, 1.0908, -0.9491, -0.2986, -0.3507, 2.1094, -1.2855, -0.9181, -0.9717, 0.1158, -0.4154, 0.2335, 0.2441, 0.1967, 0.2564, 0.2443, 0.2592, 0.2391, 0.2570, 0.2613, 0.2244, 0.2629, 0.3918, 0.4017, 0.4949, 0.3775, 0.4942, 0.5246, -0.9489, 0.4691, 0.4845], "spin_multiplicity": 1, "lumo_energy_ev": -2.27, "max_force_ev_per_a": 5.56}

{"formula": "C8H5ClF4S", "method": "the ωB97M-V functional and the def2-TZVPD basis", "symbols": ["C", "C", "C", "C", "C", "C", "C", "C", "F", "F", "F", "F", "S", "Cl", "H", "H", "H", "H", "H"], "xyz": [[1.61, -0.19, 0.25], [-1.23, 0.25, 0.02], [0.70, -1.22, 0.44], [1.05, 1.05, 0.04], [-0.68, -0.97, 0.29], [-0.31, 1.33, -0.06], [3.08, -0.43, 0.24], [-2.74, 0.65, -0.13], [1.20, -2.37, 0.79], [1.86, 2.10, -0.15], [-1.41, -2.12, 0.38], [-0.71, 2.58, -0.20], [-3.63, -0.31, -1.51], [-3.70, 0.44, 1.35], [3.54, 0.41, -0.02], [3.41, -0.69, 1.19], [3.35, -1.19, -0.40], [-2.77, 1.76, -0.42], [-2.63, -1.06, -2.09]], "nbo_charge": [-0.1183, -0.1891, 0.3433, 0.3710, 0.3712, 0.3331, -0.6157, -0.3355, -0.2848, -0.3219, -0.3180, -0.2905, -0.0319, -0.0013, 0.2258, 0.2293, 0.2285, 0.2590, 0.1457], "spin_multiplicity": 1, "lumo_energy_ev": 0.39, "max_force_ev_per_a": 4.53, "relative_energy_kcal_mol": 0.0}